No. 1
C3H3NOS | ωB97M-V/def2-TZVPD

Kohn-Sham gap: 9.9 eV
Energy relative to the best compared isomer or geometry (same formula, charge and spin): 1.1070 eV
Electronic energy: -17530.8334 eV
2S+1: 1
Max |F|: 3.53 eV/A
SMILES string: N#C[C@H](S)C=O
Total charge: 0

Geometry as XYZ:
```
9
Properties=species:S:1:pos:R:3:mulliken_charge:R:1
N -1.961 -1.042 1.543 -0.3369
C -1.188 -0.433 0.957 0.0053
C -0.060 0.166 0.222 0.1221
S -0.815 1.429 -1.023 -0.1744
C 0.878 -0.829 -0.400 0.0228
O 2.089 -0.709 -0.287 -0.4350
H 0.379 0.918 0.970 0.2506
H 0.210 2.246 -1.203 0.1706
H 0.468 -1.746 -0.779 0.3749
```

No. 2
C24H27IrN6O4S3SeSi | ωB97M-V/def2-TZVPD

Kohn-Sham gap (alpha / beta): 4.3 / 4.3 eV
Energy relative to the best compared isomer or geometry (same formula, charge and spin): 2.9655 eV
Electronic energy: -151018.1873 eV
2S+1: 2
Max |F|: 0.99 eV/A
Total charge: +1
<S²>: 0.756

Geometry as XYZ:
```
67
Properties=species:S:1:pos:R:3:mulliken_charge:R:1
Ir -1.331 -0.251 1.029 0.7349
O -3.066 -0.314 1.857 -0.4361
C -3.855 -1.359 2.151 0.5710
C -5.134 -1.040 2.621 -0.2335
C -6.040 -2.029 2.929 -0.7660
C -5.693 -3.372 2.775 -0.8027
C -4.432 -3.696 2.330 -0.7739
C -3.487 -2.707 2.021 0.5084
C -2.148 -3.086 1.608 0.8173
N -1.171 -2.273 1.228 -0.1465
C -0.062 -3.052 0.955 -0.1353
C -0.376 -4.351 1.174 -0.9455
N -1.685 -4.355 1.582 -0.0263
H -5.389 0.003 2.725 0.2235
H -7.024 -1.763 3.287 0.4450
H -6.404 -4.152 3.003 0.4139
H -4.183 -4.743 2.213 0.3246
H 0.874 -2.633 0.637 0.3170
H 0.207 -5.249 1.089 0.4356
H -2.208 -5.169 1.852 0.1689
S -0.307 3.095 -0.570 -0.3022
C 1.302 2.517 -0.265 0.5031
N 2.133 2.431 -1.261 0.0176
C 3.482 1.828 -1.188 -1.6841
C 3.476 0.300 -1.153 1.2928
S 1.777 1.871 1.295 -0.0839
H 1.805 2.713 -2.180 0.3591
H 3.966 2.219 -0.294 0.3482
H 4.031 2.180 -2.060 0.6576
H 4.525 0.037 -1.342 0.5887
H 3.064 -1.433 0.033 0.3223
C -2.185 4.519 3.303 -0.9876
Si -3.144 3.743 1.927 0.1598
C -4.543 2.667 2.454 -0.9812
C -3.486 4.874 0.503 -1.0501
Se -1.591 2.116 1.025 0.2244
H -2.758 5.347 3.727 0.3822
H -1.234 4.918 2.950 0.3376
H -1.987 3.802 4.099 0.3446
H -5.327 3.315 2.856 0.5568
H -4.239 1.973 3.236 0.2485
H -4.955 2.102 1.619 0.3089
H -4.109 5.708 0.834 0.3828
H -4.015 4.350 -0.294 0.3304
H -2.570 5.303 0.098 0.3698
O 7.308 -1.018 -2.043 -0.6602
S 7.492 -0.922 -3.480 1.1937
O 8.131 -2.050 -4.104 -0.6459
O 7.879 0.390 -3.955 -0.6637
C 5.779 -1.027 -4.055 -0.0291
N 5.444 -1.496 -5.256 -0.4646
C 4.158 -1.543 -5.567 -0.3548
C 3.137 -1.169 -4.697 -0.7982
C 3.590 -0.689 -3.477 0.2032
N 4.877 -0.587 -3.188 -0.2177
C 2.729 -0.289 -2.318 0.6520
C 1.397 -0.511 -2.320 -0.9183
C 0.442 -0.393 -1.249 0.1634
N 0.512 -0.181 0.034 -0.5513
C 1.741 0.091 0.771 -0.3018
C 3.062 -0.349 0.164 -1.4613
H 3.914 -1.906 -6.560 0.4246
H 2.100 -1.242 -4.986 0.4266
H 0.944 -0.907 -3.221 0.2219
H -0.576 -0.595 -1.580 0.4926
H 1.613 -0.377 1.751 0.4701
H 3.824 -0.133 0.915 0.4784
```

No. 3
C36H64As3N2S2Se4Si2Zr | ωB97M-V/def2-TZVPD

Kohn-Sham gap: 5.9 eV
Energy relative to the best compared isomer or geometry (same formula, charge and spin): 0.3233 eV
Electronic energy: -523958.0094 eV
2S+1: 1
Max |F|: 0.55 eV/A
Total charge: +1

Geometry as XYZ:
```
114
Properties=species:S:1:pos:R:3:mulliken_charge:R:1
Zr 0.416 -1.350 0.194 0.6412
C 2.086 -1.531 4.335 -1.1814
As 2.300 -0.925 2.498 0.7315
C 4.070 -1.684 2.229 -1.4934
C 2.890 0.944 2.578 -1.1876
C 2.037 2.061 3.198 2.9339
C 2.848 3.360 3.080 -1.9955
C 0.722 2.321 2.430 -2.3300
As -0.423 0.878 1.761 1.3619
C -1.843 2.057 1.157 -1.1570
C -1.277 0.257 3.400 -1.0391
C 1.671 1.801 4.675 -1.8206
As 2.943 1.550 6.193 0.4120
C 4.741 1.277 5.448 -0.9714
C 3.184 3.440 6.649 -1.1477
H 2.776 -1.002 4.986 0.3372
H 2.328 -2.592 4.331 0.5945
H 1.070 -1.417 4.701 0.2273
H 4.640 -1.506 3.138 0.5326
H 4.577 -1.224 1.384 0.3713
H 3.986 -2.756 2.056 0.3961
H 3.101 1.193 1.534 -0.5610
H 3.848 0.901 3.087 0.5759
H 3.080 3.575 2.033 0.3459
H 3.788 3.296 3.626 0.3036
H 2.279 4.202 3.483 0.4528
H 0.922 2.927 1.547 0.7801
H 0.050 2.900 3.060 0.6581
H -1.985 2.825 1.912 0.5491
H -2.756 1.485 1.032 0.3085
H -1.575 2.516 0.209 0.3333
H -1.454 1.110 4.051 0.4318
H -0.676 -0.488 3.907 0.1022
H -2.225 -0.205 3.129 0.3860
H 1.003 0.941 4.736 0.1300
H 1.082 2.655 5.023 0.7110
H 4.858 0.275 5.037 0.1921
H 5.413 1.359 6.303 0.4613
H 5.039 2.017 4.707 0.2607
H 2.217 3.880 6.890 0.3365
H 3.643 4.002 5.836 0.3284
H 3.819 3.511 7.531 0.4196
S -0.611 0.299 -1.704 0.4177
C -1.940 -0.647 -2.215 -1.6803
N -2.258 -0.790 -3.470 0.6576
C -3.327 -1.720 -3.841 -1.0035
C -4.499 -1.529 -2.928 -0.7221
N -4.053 -1.695 -1.541 0.3127
C -4.957 -2.338 -0.571 -1.6119
C -5.775 -1.362 0.244 0.9096
C -5.740 -1.437 1.631 -0.2484
C -6.508 -0.573 2.401 -0.7500
C -7.306 0.383 1.787 -0.4333
C -7.342 0.467 0.401 -0.8413
C -6.583 -0.407 -0.366 -0.2100
C -2.878 -1.238 -1.158 0.5898
S -2.439 -1.209 0.445 0.3715
C -1.513 -0.191 -4.597 -0.6036
C -2.312 0.926 -5.223 0.3450
C -2.420 2.154 -4.571 -0.1496
C -3.190 3.168 -5.118 -0.7796
C -3.857 2.965 -6.322 -0.4199
C -3.746 1.749 -6.979 -0.7332
C -2.976 0.731 -6.428 -0.2617
H -2.932 -2.737 -3.765 0.2430
H -3.618 -1.518 -4.869 0.5175
H -5.264 -2.271 -3.136 0.5658
H -4.932 -0.536 -3.070 0.3083
H -4.341 -2.941 0.091 0.4184
H -5.603 -3.005 -1.141 0.6316
H -5.103 -2.174 2.109 0.4153
H -6.478 -0.643 3.482 0.4128
H -7.907 1.055 2.387 0.4157
H -7.968 1.206 -0.083 0.4117
H -6.637 -0.344 -1.449 0.3541
H -1.333 -0.986 -5.321 0.5926
H -0.559 0.160 -4.222 -0.1307
H -1.891 2.315 -3.636 0.3754
H -3.263 4.123 -4.613 0.4220
H -4.456 3.759 -6.751 0.3972
H -4.251 1.592 -7.924 0.4024
H -2.876 -0.215 -6.953 0.4194
Se -0.139 -3.101 2.183 -0.0616
Se -1.846 -4.478 1.391 -0.2646
Se -0.971 -5.121 -0.670 -0.1809
Se -0.498 -3.106 -1.735 -0.2582
C 1.802 2.048 -1.137 -0.9991
Si 2.862 0.574 -1.688 0.9677
C 2.732 0.445 -3.542 -1.0921
C 4.608 1.094 -1.256 -1.2074
C 2.423 -1.020 -0.797 2.5718
Si 3.092 -2.585 -1.640 0.5259
C 2.559 -2.823 -3.414 -0.9424
C 2.663 -4.066 -0.555 -0.8436
C 4.966 -2.592 -1.653 -1.2667
H 2.443 2.845 -0.746 0.5031
H 1.094 1.781 -0.352 -0.6203
H 1.225 2.467 -1.969 0.4719
H 2.759 1.446 -3.984 0.3749
H 1.809 -0.047 -3.858 0.0784
H 3.572 -0.124 -3.951 0.3481
H 4.802 2.092 -1.663 0.3777
H 5.363 0.420 -1.663 0.3349
H 4.758 1.146 -0.171 0.2352
H 3.101 -0.998 0.065 -2.7353
H 1.584 -2.394 -3.639 -0.0045
H 2.510 -3.894 -3.634 0.3841
H 3.294 -2.374 -4.088 0.3717
H 2.033 -4.790 -1.071 0.3267
H 2.149 -3.808 0.372 0.1618
H 3.586 -4.584 -0.268 0.4306
H 5.399 -1.669 -2.042 0.2911
H 5.321 -3.412 -2.288 0.3828
H 5.365 -2.755 -0.646 0.2893
```

No. 4
C60H50BBaBrN8O3P2 | ωB97M-V/def2-TZVPD

Kohn-Sham gap (alpha / beta): 4.9 / 7.4 eV
Energy relative to the best compared isomer or geometry (same formula, charge and spin): 0.9830 eV
Electronic energy: -171090.0254 eV
2S+1: 2
Max |F|: 1.63 eV/A
Total charge: -1
<S²>: 0.771

Geometry as XYZ:
```
126
Properties=species:S:1:pos:R:3:mulliken_charge:R:1
Ba -0.626 -0.400 -0.619 2.0543
O 1.191 1.721 3.621 1.0730
C 2.477 2.168 3.741 -0.7459
C 2.793 3.392 4.299 -0.3821
C 4.127 3.773 4.349 -1.0212
C 5.115 2.934 3.855 -0.8802
C 4.771 1.709 3.291 -0.9477
C 3.442 1.306 3.211 0.5873
P 2.787 -0.238 2.435 2.1228
C 4.357 -1.130 2.149 0.7534
C 5.147 -0.684 1.086 -0.7245
C 6.350 -1.305 0.785 -0.8258
C 6.763 -2.413 1.515 -0.5310
C 5.970 -2.888 2.549 -0.6997
C 4.778 -2.247 2.869 -0.6263
C 2.071 -1.028 3.924 -0.5460
C 2.723 -1.061 5.158 0.0201
C 2.095 -1.603 6.270 -0.9055
C 0.802 -2.107 6.160 -0.6537
C 0.138 -2.063 4.943 -0.3147
C 0.771 -1.520 3.829 0.4868
C 0.222 2.061 4.536 -0.3026
C 0.472 2.040 5.894 -0.2431
C -0.580 2.292 6.767 -1.0930
C -1.853 2.542 6.269 -0.8636
C -2.078 2.537 4.896 -0.8232
C -1.037 2.300 4.006 -0.1666
P -1.162 2.162 2.184 2.1593
C -2.923 2.602 1.948 0.7285
C -3.393 3.823 1.474 -0.7218
C -4.757 4.037 1.302 -0.6387
C -5.667 3.039 1.619 -0.7754
C -5.208 1.813 2.089 -0.6222
C -3.847 1.591 2.233 -0.4911
C -0.250 3.679 1.701 0.0151
C 0.640 3.591 0.635 -0.3713
C 1.399 4.693 0.252 -1.0739
C 1.279 5.889 0.941 -0.6182
C 0.394 5.989 2.011 -0.8022
C -0.362 4.890 2.388 -0.0941
H 2.007 4.035 4.675 0.4827
H 4.390 4.734 4.776 0.3963
H 6.155 3.231 3.906 0.4142
H 5.548 1.061 2.906 0.3812
H 4.817 0.154 0.479 0.5545
H 6.950 -0.934 -0.037 0.4300
H 7.692 -2.911 1.266 0.3763
H 6.278 -3.761 3.113 0.3824
H 4.172 -2.622 3.683 0.3291
H 3.723 -0.651 5.247 0.5192
H 2.609 -1.627 7.224 0.4049
H 0.310 -2.526 7.031 0.3829
H -0.875 -2.437 4.850 0.3951
H 0.224 -1.445 2.891 -0.2801
H 1.469 1.814 6.252 0.5067
H -0.403 2.274 7.835 0.3933
H -2.675 2.734 6.947 0.4456
H -3.075 2.724 4.518 0.4206
H -2.692 4.609 1.220 0.3547
H -5.104 4.990 0.920 0.3819
H -6.729 3.208 1.489 0.3532
H -5.910 1.020 2.318 0.4793
H -3.486 0.617 2.554 0.4547
H 0.749 2.667 0.078 0.7301
H 2.076 4.602 -0.588 0.5189
H 1.874 6.746 0.647 0.3946
H 0.300 6.923 2.553 0.4151
H -1.041 4.967 3.231 0.5034
B 0.934 2.146 -3.936 0.2500
N 1.826 1.023 -3.298 -0.0894
C 2.970 0.661 -3.899 -0.4892
C 3.635 -0.242 -3.092 -1.3641
C 2.790 -0.377 -1.986 -0.7852
N 1.702 0.386 -2.111 0.8794
N -0.473 2.384 -3.289 -0.1590
C -1.412 3.092 -3.936 -0.6229
C -2.407 3.438 -3.038 -1.4829
C -1.973 2.870 -1.834 -0.1622
N -0.816 2.230 -1.991 0.6906
H 1.559 3.192 -3.874 -0.2131
H 0.729 1.842 -5.094 -0.2052
H 3.225 1.076 -4.863 0.4247
H 4.572 -0.740 -3.281 0.4243
H 2.919 -0.996 -1.111 0.7553
H -1.289 3.316 -4.984 0.4768
H -3.300 4.012 -3.226 0.4868
H -2.465 2.853 -0.874 0.3663
Br -6.530 -1.350 -5.634 -0.2578
C -4.884 -1.608 -4.713 -0.1238
C -4.434 -2.888 -4.445 -0.6393
C -3.247 -3.071 -3.747 -0.4739
C -2.495 -1.974 -3.294 -0.6678
C -2.972 -0.685 -3.606 0.2134
C -4.150 -0.502 -4.305 -0.3423
N -1.344 -2.087 -2.539 0.1406
C -0.575 -3.173 -2.680 -1.2714
C 0.509 -3.482 -1.826 0.5672
C 1.334 -4.610 -2.099 -1.1081
C 2.345 -4.940 -1.243 -0.5507
C 2.566 -4.155 -0.096 -0.9861
C 1.750 -3.057 0.087 -1.6634
N 0.762 -2.702 -0.733 0.6479
H -5.016 -3.744 -4.763 0.3873
H -2.927 -4.074 -3.496 0.4711
H -2.393 0.184 -3.305 0.3407
H -4.486 0.500 -4.544 0.5525
H -0.739 -3.860 -3.512 0.4239
H 1.141 -5.198 -2.988 0.4058
H 2.972 -5.801 -1.448 0.3924
H 3.349 -4.379 0.616 0.5372
H 1.903 -2.412 0.952 1.4416
O -2.094 -3.521 2.763 -0.7881
C -1.765 -2.561 2.113 0.7376
N -1.456 -1.601 1.470 -0.7648
O -2.947 0.302 -0.619 1.6713
N -4.207 0.009 -0.511 -0.6967
C -5.108 0.709 -1.224 -0.1257
C -6.446 0.380 -1.156 -0.9542
C -6.854 -0.675 -0.357 -0.5020
C -5.903 -1.375 0.366 -0.9773
C -4.573 -1.020 0.282 -0.4184
H -4.675 1.496 -1.825 0.4988
H -7.148 0.949 -1.749 0.5434
H -7.899 -0.952 -0.307 0.4081
H -6.169 -2.211 0.998 0.5129
H -3.738 -1.493 0.790 0.2215
```

Which of these has the lowest total charge?
C60H50BBaBrN8O3P2

Look up the max |F| of the second one.
0.99 eV/A

Which value of max |F| does entry 4 give?
1.63 eV/A

Look up the electronic energy of the second one.
-151018.1873 eV